The following is a DFT calculation (wB97M-V/def2-TZVPD) of a structure of composition C32H77BaN5O16Sr in a non-equilibrium geometry.

Output
spin multiplicity: 1
total charge: +2
HOMO energy: -10.06 eV
energy relative to the best compared isomer or geometry (same formula, charge and spin): 505.6 kJ/mol
frontier orbital gap: 0.033 Eh

The geometry in XYZ format:
```
132
Properties=species:S:1:pos:R:3:mulliken_charge:R:1
Sr 3.7903 5.7635 5.3169 1.75
Ba -2.4459 7.9949 2.8547 1.78
O 0.5861 1.6419 1.4446 -0.46
C 0.4598 2.8798 1.8565 0.76
O -0.5372 3.6366 1.8566 -0.71
O 1.5218 3.3864 2.1650 -0.75
H 1.4430 1.9810 1.7135 0.35
O 3.0346 9.3863 -0.0786 -0.42
C 2.0238 9.0376 0.6450 0.73
O 2.1798 8.5501 1.8327 -0.78
O 0.8797 9.2202 0.1905 -0.71
H 2.3867 9.3927 -0.7870 0.32
C 0.8299 -6.7156 5.8207 -0.75
O 1.8706 -5.9099 5.2800 -0.34
C 1.4690 -5.1158 4.1833 -0.59
C 2.2924 -3.7464 3.9314 -0.60
N 3.6083 -4.2451 3.7304 -0.17
C 4.2946 -3.7589 2.5297 -0.91
C 5.3754 -4.7150 2.1348 -0.58
O 4.8544 -6.0635 2.2264 -0.28
C 6.0343 -6.9040 2.0958 -0.74
H 1.0880 -7.4556 6.5783 0.26
H 0.3962 -7.3179 5.0224 0.31
H 0.1158 -6.0598 6.3188 0.30
H 0.3959 -4.9477 4.2746 0.48
H 1.5146 -5.7637 3.3079 0.28
H 2.3495 -3.0070 4.7302 0.37
H 1.8825 -3.2302 3.0633 0.30
H 4.1985 -3.7154 4.3558 0.21
H 4.5651 -2.7043 2.5817 0.42
H 3.6386 -3.7968 1.6600 0.41
H 6.1618 -4.4196 2.8293 0.30
H 5.8101 -4.4973 1.1593 0.45
H 6.7103 -6.8142 2.9462 0.31
H 6.5984 -6.5797 1.2213 0.30
H 5.6919 -7.9300 1.9610 0.24
C -1.0454 -9.6510 -7.1926 -0.77
O -0.7514 -8.3299 -6.8209 -0.30
C -1.7268 -7.8707 -5.8963 -0.97
C -1.7099 -6.3135 -5.7722 -0.23
N -2.2068 -5.6797 -7.0555 -0.39
C -1.7765 -4.2696 -7.1784 -0.60
C -2.0898 -3.4078 -5.8709 -0.56
O -0.8920 -3.3995 -5.0762 -0.32
C -1.1331 -3.2785 -3.6748 -0.73
H -0.3958 -9.8996 -8.0318 0.25
H -2.0689 -9.8730 -7.4945 0.32
H -0.6353 -10.2368 -6.3699 0.32
H -1.4978 -8.4027 -4.9730 0.49
H -2.7317 -8.2262 -6.1240 0.42
H -0.7253 -6.0129 -5.4140 0.28
H -2.2960 -6.1112 -4.8757 0.17
H -2.1160 -6.3520 -7.8037 0.28
H -2.2624 -3.8088 -8.0384 0.44
H -0.7004 -4.2281 -7.3464 0.28
H -2.7954 -3.9680 -5.2573 0.40
H -2.5200 -2.4622 -6.2005 0.37
H -1.8625 -2.5795 -3.2656 0.33
H -0.1975 -3.1103 -3.1415 0.25
H -1.5226 -4.2449 -3.3546 0.28
C -4.9221 -2.5101 3.3675 -0.78
O -5.2659 -1.1868 3.8968 -0.37
C -4.2262 -0.6639 4.7037 -0.53
C -4.4135 0.7632 5.4157 -0.65
N -5.2148 0.6023 6.6767 -0.51
C -4.8035 -0.1761 7.8603 -0.33
C -6.0226 -0.8693 8.6505 -0.68
O -6.1261 -2.2579 8.2703 -0.37
C -6.9083 -2.4631 7.1101 -0.46
H -4.1890 -2.1762 2.6332 0.36
H -5.7049 -3.0083 2.7956 0.28
H -4.3869 -3.2233 3.9943 0.30
H -3.4062 -0.4651 4.0136 0.51
H -3.8737 -1.3961 5.4301 0.32
H -4.8744 1.4244 4.6819 0.31
H -3.4720 1.2340 5.6984 0.38
H -5.9156 -0.0078 6.2807 0.22
H -4.2092 0.4167 8.5557 0.43
H -4.2378 -1.0329 7.4942 0.24
H -6.9310 -0.2686 8.6054 0.36
H -5.7922 -1.0478 9.7008 0.34
H -6.4788 -1.8096 6.3508 0.07
H -7.8971 -2.1176 7.4118 0.30
H -6.9866 -3.4763 6.7160 0.26
C 5.3336 2.0813 -4.2688 -0.72
O 5.3517 0.9082 -4.9182 -0.31
C 4.4489 -0.2234 -4.6017 -0.66
C 4.9943 -1.5714 -5.1362 -0.60
N 6.2961 -1.7095 -4.5383 -0.36
C 6.9107 -3.0350 -4.8881 -0.97
C 7.5071 -3.0880 -6.3034 -0.29
O 8.7366 -2.3111 -6.3630 -0.32
C 9.4475 -2.4384 -7.5946 -0.77
H 6.3314 2.2256 -3.8544 0.21
H 4.4935 2.0681 -3.5744 0.33
H 5.0354 2.7433 -5.0819 0.25
H 3.5125 0.0777 -5.0713 0.36
H 4.3780 -0.2572 -3.5146 0.42
H 5.1430 -1.3906 -6.2008 0.22
H 4.2886 -2.4009 -5.1799 0.53
H 6.8302 -0.9077 -4.8414 0.30
H 6.2030 -3.8169 -4.6128 0.43
H 7.6131 -3.3069 -4.1002 0.34
H 6.7014 -2.7035 -6.9287 0.24
H 7.9235 -4.0318 -6.6558 0.47
H 8.8777 -2.1128 -8.4648 0.33
H 9.6156 -3.4567 -7.9452 0.31
H 10.3676 -1.8552 -7.5576 0.26
C -4.3080 7.1514 -0.8623 -0.75
O -4.8704 8.0669 0.1373 -0.25
C -5.5979 9.2024 -0.3709 -0.73
C -4.5908 10.3297 -0.3318 -0.61
N -4.3557 10.8690 1.0190 -0.14
C -3.3445 11.9020 0.9061 -0.74
C -2.7274 12.5007 2.2364 -0.63
O -2.6903 11.4465 3.1738 -0.23
C -1.8936 11.6500 4.3066 -0.80
H -3.3799 7.5228 -1.2969 0.36
H -4.9094 6.6796 -1.6394 0.32
H -3.9065 6.3553 -0.2353 0.23
H -6.4097 9.5395 0.2736 0.33
H -6.0941 9.0007 -1.3202 0.36
H -5.1222 11.1515 -0.8116 0.36
H -3.7604 10.1823 -1.0223 0.42
H -5.1095 11.0539 1.6653 0.28
H -3.8416 12.7974 0.5330 0.28
H -2.6096 11.6474 0.1424 0.42
H -3.2872 13.3503 2.6274 0.39
H -1.7189 12.8489 2.0133 0.38
H -1.7696 10.7783 4.9491 0.22
H -2.3360 12.4810 4.8560 0.32
H -0.8592 11.9797 4.2091 0.34
```